1.
C28H46N2O8P | the ωB97M-V functional and the def2-TZVPD basis

The geometry in XYZ format:
```
85
Properties=species:S:1:pos:R:3:mulliken_charge:R:1
C 2.1870 -1.6352 -0.5149 -1.21
C 0.7808 -2.0086 0.1197 0.98
C 0.4154 -1.0475 1.3416 -1.14
C 0.5701 0.3974 0.7904 0.25
N 1.6829 1.0968 1.0494 -0.84
N 1.7666 2.2829 0.5225 1.02
P 3.3453 3.1304 0.8871 -0.06
C 4.0988 3.3795 -0.8160 -0.89
C 2.8433 4.7717 1.6257 -0.60
C 0.9052 2.9916 -0.2349 -0.57
C -0.3712 2.3396 -0.5792 0.15
C -1.4238 3.0285 -1.4748 -0.52
C -2.7676 3.4043 -0.7411 -0.65
C -3.9041 3.4897 -1.8523 -0.63
C -3.4518 4.3027 -3.1127 0.41
O -3.0779 5.4253 -2.9186 -0.46
O -3.5129 3.8179 -4.4129 -0.41
C -2.3233 3.1205 -4.8332 -0.25
C -1.0003 3.9825 -4.7572 -0.74
C -0.4963 1.0005 -0.0243 1.21
C -1.7895 0.1796 -0.3001 -1.68
H 2.9430 -1.3567 0.2552 0.29
H 2.0849 -0.8052 -1.2618 0.25
H 2.6024 -2.5226 -1.0575 0.34
H 0.7859 -3.0959 0.4154 -0.43
H 0.0206 -1.8381 -0.6760 -0.08
H -0.6186 -1.2539 1.7000 0.24
H 1.2039 -1.2149 2.1094 0.49
H 4.7592 2.5247 -1.0940 0.30
H 4.7183 4.3073 -0.8245 0.39
H 3.3365 3.4718 -1.6333 0.26
H 3.7485 5.2458 2.0833 0.38
H 2.1315 4.5277 2.4604 0.03
H 2.3474 5.4620 0.8900 0.31
H 1.1524 4.0060 -0.6181 0.53
H -0.9881 3.9666 -1.8799 0.77
H -1.6896 2.2870 -2.2741 -0.09
H -2.6889 4.3913 -0.2278 0.40
H -2.9998 2.6452 0.0392 0.36
H -4.7527 4.0714 -1.4074 0.41
H -4.2507 2.4548 -2.0799 0.31
H -2.4738 2.8974 -5.9203 0.37
H -2.2092 2.1103 -4.3497 0.23
H -0.4591 3.8518 -5.7327 0.37
H -1.2111 5.0754 -4.6604 0.30
H -0.2840 3.6150 -3.9810 0.06
H -2.1489 -0.2115 0.6888 0.38
H -2.6160 0.8334 -0.6701 0.19
H -1.6293 -0.6690 -1.0019 0.33
O -1.1597 -4.9947 -0.0965 -0.58
C -0.9059 -5.3380 1.0299 0.64
O 0.3401 -5.2890 1.5843 -0.37
C 0.2971 -5.8770 2.8986 -0.45
C -1.1519 -5.7900 3.3304 -0.51
C -1.8928 -5.9219 2.0116 -0.52
H 0.6487 -6.9090 2.8287 0.29
H 0.9559 -5.3239 3.5665 0.32
H -1.4269 -6.5441 4.0667 0.35
H -1.3503 -4.8070 3.7656 0.24
H -2.0769 -6.9659 1.7506 0.28
H -2.8224 -5.3568 2.0139 0.30
O 1.1059 3.7894 4.2046 -0.64
C -0.0829 3.8845 4.0653 0.54
O -0.8155 4.9125 4.5526 -0.38
C -2.2111 4.6709 4.3114 -0.64
C -2.2501 3.6893 3.1571 -0.27
C -0.9820 2.8816 3.3788 0.62
H -2.6554 4.2610 5.2215 0.28
H -2.7076 5.6093 4.0695 0.38
H -3.1586 3.0873 3.1342 0.48
H -2.1805 4.2291 2.2084 -0.02
H -1.1478 2.0363 4.0497 0.36
H -0.5470 2.5451 2.4388 -0.74
O 5.3127 -6.5585 -1.3590 -0.58
C 4.1307 -6.4653 -1.5171 0.37
O 3.3854 -5.4296 -1.0434 -0.31
C 1.9951 -5.6757 -1.3071 0.37
C 1.9764 -6.6630 -2.4574 -0.76
C 3.2414 -7.4702 -2.2124 -0.37
H 1.5357 -6.0814 -0.4046 -0.20
H 1.4995 -4.7398 -1.5642 0.22
H 1.0691 -7.2656 -2.4918 0.35
H 2.0610 -6.1283 -3.4070 0.32
H 3.0646 -8.3123 -1.5406 0.24
H 3.6903 -7.8105 -3.1428 0.33
```

The net charge is +1. Its LUMO energy is -4.02 eV. As for the energy relative to the best compared isomer or geometry (same formula, charge and spin): 0.00 kJ/mol. The value obtained for the energy is -58423.8152 eV.


2.
Cl6Fe | the ωB97M-V functional and the def2-TZVPD basis

The geometry in XYZ format:
```
7
Properties=species:S:1:pos:R:3:mulliken_spin:R:1
Fe 0.0578 -0.0542 -0.0690 4.23
Cl 0.3897 -0.9450 -2.3380 0.13
Cl 1.3887 -1.9648 0.8597 0.13
Cl 1.9868 1.8706 -0.4982 0.11
Cl -1.6501 1.4972 -1.0796 0.14
Cl -2.0211 -1.5680 1.0397 0.11
Cl -0.1518 1.1642 2.0854 0.15
```

The net charge is -3. Its LUMO energy (spin up / spin down) is 8.26 / 8.25 eV. The value obtained for the energy is -109524.1978 eV. The expectation value of S² is 8.760. The multiplicity is 6.


3.
C4H10N3 | the ωB97M-V functional and the def2-TZVPD basis

The geometry in XYZ format:
```
17
Properties=species:S:1:pos:R:3:mulliken_charge:R:1
C -2.2555 0.2319 0.0979 -0.84
N -0.9911 -0.2531 -0.5355 0.00
C 0.1162 -0.4919 0.3363 -0.24
N 1.2667 -1.3087 -0.2333 -0.59
C 2.2106 -0.1159 -0.0024 -0.14
N 1.6999 0.9628 -0.6651 -0.35
C 1.0542 0.7750 0.5579 -0.39
H -2.9904 -0.3770 0.5994 0.37
H -1.9977 0.8892 1.0479 0.29
H -2.9196 0.8708 -0.4737 0.36
H -0.6923 0.5658 -1.1788 0.45
H -1.1467 -1.0369 -1.1088 0.32
H -0.0722 -0.8090 1.4119 0.38
H 1.4662 -2.0915 0.2869 0.29
H 3.2525 -0.3215 0.0655 0.47
H 1.1918 0.9200 -1.4495 0.19
H 0.8074 1.5898 1.2433 0.42
```

The net charge is +1. Its LUMO energy is -3.52 eV. As for the energy relative to the best compared isomer or geometry (same formula, charge and spin): 457.36 kJ/mol. The value obtained for the energy is -8769.8590 eV. Its structure (SMILES) is C[NH2+][C@H]1N[C@H]2N[C@H]21.